# 1
71
Properties=species:S:1:pos:R:3 method="wB97M-V/def2-TZVPD" e_above_lowest_kj_mol=395.7 multiplicity=1 e_lumo_ev="-9.358 / -9.280" total_charge=+2 homo_lumo_gap_ev="4.817 / 5.151" e_tot_ha=-6222.04750
W -0.5129 -0.0622 0.1716
C -0.7578 -0.6856 4.2411
C 0.2798 0.4466 4.2611
C 1.6292 -0.0538 4.8056
C 0.4655 1.0570 2.9129
C 1.0167 0.3301 1.8495
C 1.4224 1.0021 0.6336
C 1.2398 2.4032 0.5402
C 1.9090 3.1795 -0.5233
C 0.4837 3.0662 1.5434
C 0.1257 2.4240 2.6825
H -0.8050 -1.1256 5.2374
H -0.4715 -1.4680 3.5364
H -1.7513 -0.3318 3.9735
H -0.0856 1.2363 4.9212
H 1.9482 -0.9679 4.2981
H 1.5161 -0.2933 5.8623
H 2.4222 0.6903 4.7156
H 1.5599 -0.5637 2.1197
H 2.3090 0.6004 0.1557
H 2.8346 3.5823 -0.0901
H 1.3130 4.0316 -0.8507
H 2.1981 2.5637 -1.3712
H 0.2690 4.1223 1.4292
H -0.3725 2.9757 3.4720
O -2.7354 3.3952 -0.6523
C -2.5842 2.2510 -0.3695
O -1.3696 1.6305 -0.6596
C -3.6225 1.2868 0.1474
C -4.8970 1.0701 -0.3727
C -5.4109 -0.2081 -0.2636
C -4.6392 -1.3131 0.0983
C -3.4066 -1.0363 0.6373
C -3.0400 0.2919 0.8588
O -1.8289 0.5516 1.4595
N -2.1794 -1.8415 0.3422
O -1.1300 -1.7573 1.2251
O -1.6190 -1.2729 -0.8834
N -6.7778 -0.4582 -0.7851
O -7.1575 -1.6048 -0.7831
O -7.4330 0.5121 -1.0793
H -5.4457 1.8387 -0.9004
H -4.9862 -2.3165 -0.1076
C -0.4951 -0.7532 -3.6541
As 0.3373 0.3196 -2.3225
C 0.1750 2.0650 -3.0606
C 2.1631 -0.2346 -2.4484
C 3.0382 0.2680 -3.4009
C 4.3495 -0.1985 -3.4482
C 4.7795 -1.1678 -2.5531
C 3.8996 -1.6920 -1.6100
C 2.5948 -1.2254 -1.5613
As 1.2950 -1.9557 -0.3623
C 0.6119 -3.4425 -1.3229
C 2.2452 -2.7583 1.0672
H 0.0676 -0.5203 -4.5565
H -1.5376 -0.4657 -3.7692
H -0.4352 -1.8082 -3.4310
H 1.0820 2.2812 -3.6175
H -0.0100 2.8082 -2.2967
H -0.6821 2.0266 -3.7280
H 2.7257 1.0150 -4.1191
H 5.0340 0.1984 -4.1863
H 5.8009 -1.5227 -2.5900
H 4.2527 -2.4587 -0.9321
H 1.4795 -4.0772 -1.4936
H 0.1830 -3.1241 -2.2611
H -0.1406 -3.9701 -0.7412
H 2.8701 -3.5213 0.6086
H 1.5352 -3.2253 1.7470
H 2.8582 -2.0395 1.6047

# 2
40
Properties=species:S:1:pos:R:3 method="wB97M-V/def2-TZVPD" multiplicity=1 smiles=CCOc1cnc2c(CCC(F)(F)C(F)(F)S(F)(F)(F)(F)F)cccc2n1 e_lumo_ev=-0.270 total_charge=0 homo_lumo_gap_ev=8.721 e_tot_ha=-2022.97687
C -1.0379 5.0060 -2.8048
C -0.7316 4.4983 -1.4123
O 0.6414 4.0765 -1.3200
C 0.8270 2.9351 -0.6103
C 1.5288 1.8968 -1.2722
N 1.7807 0.7589 -0.7034
C 1.3134 0.6033 0.5722
C 1.5303 -0.6320 1.2513
C 2.2843 -1.7306 0.5490
C 1.5185 -2.3985 -0.5907
C 0.3508 -3.3069 -0.1422
F 0.4255 -4.4873 -0.7814
F 0.4054 -3.5448 1.1813
C -1.0056 -2.6515 -0.5023
F -0.9932 -1.3543 -0.2108
F -1.1579 -2.7748 -1.8224
S -2.5325 -3.3930 0.3630
F -3.3499 -2.0614 0.0924
F -3.1098 -3.9911 -0.9915
F -1.7656 -4.7535 0.6070
F -2.0097 -2.8153 1.7294
F -3.7765 -3.9824 1.1271
C 1.0600 -0.7882 2.5429
C 0.3682 0.2576 3.1896
C 0.1578 1.4516 2.5324
C 0.6238 1.6508 1.2123
N 0.3894 2.8535 0.6036
H -0.4914 4.4619 -3.5673
H -0.8213 6.0649 -2.9166
H -2.1058 4.8934 -2.9709
H -0.9390 5.2551 -0.6624
H -1.3828 3.6546 -1.1975
H 1.8819 2.0626 -2.2790
H 2.6744 -2.4495 1.2595
H 3.1549 -1.2665 0.0887
H 1.1909 -1.6429 -1.2942
H 2.2122 -3.0372 -1.1293
H 1.2418 -1.7262 3.0453
H 0.0049 0.1512 4.1985
H -0.3558 2.2555 3.0361

# 3
13
Properties=species:S:1:pos:R:3 method="wB97M-V/def2-TZVPD" e_above_lowest_kj_mol=154.4 multiplicity=1 smiles=Cn1nc(N)c(I)n1 e_lumo_ev=0.582 total_charge=0 homo_lumo_gap_ev=8.819 e_tot_ha=-633.93367
C 0.7491 -0.3399 -0.7834
C -0.4355 -0.1763 -1.4706
C -1.1003 0.2148 2.0519
N 0.6678 -0.2518 0.5423
N -1.4244 0.1479 -0.1776
N -0.5842 0.0045 0.7779
N 2.0020 -0.2742 -1.3292
I -0.9103 -0.1473 -3.4455
H -1.7283 -0.6553 2.1785
H -0.1895 0.3873 2.6519
H -1.8510 0.9816 1.8718
H 1.9639 0.3674 -2.1240
H 2.8406 -0.2587 -0.7440

# 4
105
Properties=species:S:1:pos:R:3 method="wB97M-V/def2-TZVPD" multiplicity=1 e_lumo_ev=-4.628 total_charge=+1 homo_lumo_gap_ev=5.210 e_tot_ha=-2046.45677
Na -4.7517 3.6223 -1.3765
Na -5.2045 0.7314 0.1775
C -1.7743 1.0668 -0.0329
C -2.1320 1.6796 -1.3867
O -3.4963 1.6351 -1.6772
H -0.7440 1.3245 0.2278
H -1.7756 -0.0197 -0.1465
H -2.4882 1.3996 0.7206
H -1.5760 1.1167 -2.1535
H -1.7275 2.7080 -1.4112
C -2.8455 -1.6882 3.1193
C -3.7418 -1.0981 2.0082
C -4.8810 -2.0300 1.6461
O -5.3767 -1.6664 0.3586
C -6.5094 -2.4439 -0.0258
N -4.2078 0.2470 2.3756
H -2.2463 -0.9180 3.5930
H -2.2050 -2.4918 2.7549
H -3.5054 -2.1630 3.8559
H -3.1308 -1.0871 1.1026
H -5.6539 -2.0569 2.4218
H -4.4248 -3.0180 1.5155
H -6.9781 -1.9340 -0.8655
H -7.2275 -2.6102 0.7769
H -6.1601 -3.4101 -0.4035
H -4.8384 0.1732 3.1635
H -3.5058 0.9589 2.5045
C 3.5402 4.5784 1.4585
C 4.6096 3.5738 1.8997
C 4.7553 3.6653 3.4229
C 3.6396 2.9608 4.1971
C 3.5563 1.5383 3.6951
C 3.2753 1.4382 2.1884
N 4.2931 2.2183 1.5038
O 4.2634 2.0839 0.1004
C 3.4059 -0.0170 1.7560
C 1.8198 1.8908 1.8672
C 5.9331 3.9995 1.2788
H 2.6542 4.6312 2.0950
H 3.1392 4.2989 0.4757
H 3.9507 5.5794 1.3141
H 5.7011 3.2149 3.7447
H 4.8063 4.7224 3.6914
H 2.6736 3.4536 4.0576
H 3.8546 2.9333 5.2662
H 2.8186 0.9044 4.1943
H 4.5230 1.0311 3.8086
H 4.4262 -0.3655 1.9139
H 2.7016 -0.6135 2.3347
H 3.1434 -0.0590 0.7000
H 1.7211 2.5023 0.9703
H 1.2143 0.9950 1.6693
H 1.2764 2.3875 2.6765
H 5.8228 4.2689 0.2301
H 6.6572 3.1759 1.3105
H 6.4125 4.7807 1.8687
H 5.0353 1.5456 -0.0978
C 1.1035 -2.5988 -4.9807
C 2.0474 -3.4786 -4.1267
C 3.4450 -2.8841 -4.2467
C 3.5806 -1.5950 -3.4654
C 3.1633 -1.7694 -2.0168
C 1.7773 -2.3687 -1.8302
N 1.6718 -3.5181 -2.7186
O 0.4228 -4.1635 -2.5769
C 1.7125 -2.9108 -0.3950
C 0.7129 -1.2574 -2.0221
C 2.0617 -4.8782 -4.7009
H 1.2398 -2.8280 -6.0387
H 1.2830 -1.5327 -4.8609
H 0.0422 -2.7390 -4.7458
H 4.1673 -3.6143 -3.8663
H 3.6396 -2.7267 -5.3072
H 2.9964 -0.8171 -3.9702
H 4.6022 -1.2076 -3.5168
H 3.3032 -0.8089 -1.5221
H 3.8916 -2.4910 -1.6251
H 0.7704 -3.4275 -0.2205
H 2.5768 -3.5531 -0.2435
H 1.7938 -2.0804 0.3113
H 0.9981 -0.4645 -2.7152
H -0.2129 -1.7364 -2.3465
H 0.5595 -0.7392 -1.0728
H 2.8286 -4.9509 -5.4771
H 1.1222 -5.1745 -5.1695
H 2.3203 -5.6242 -3.9498
H -0.2125 -3.6383 -3.0868
C -3.3329 -2.2005 -2.5214
C -3.3962 -1.3580 -3.8098
O -4.2845 -0.2575 -3.6941
H -3.2683 -1.5311 -1.6603
H -2.4420 -2.8293 -2.5426
H -4.2538 -2.7691 -2.3913
H -3.7824 -2.0120 -4.5908
H -2.3848 -1.0080 -4.0378
H -3.8212 0.4336 -3.1893
C -4.0019 3.1679 4.4666
C -4.6167 3.5638 3.1522
O -5.9561 3.0683 3.0682
H -4.2545 2.1231 4.6665
H -4.4067 3.7537 5.2879
H -2.9175 3.2475 4.4257
H -4.0186 3.2120 2.2912
H -4.5970 4.6532 3.0047
H -6.1889 2.9740 2.1436